# 1
Formula: C56H46NO2P3TeTi
Source: OMol25
Level of theory: ωB97M-V/def2-TZVPD

- M: 1033.4 g mol⁻¹
- LUMO energy: -6.8 eV
- Net charge: +2
- HOMO-LUMO gap: 5.361 eV
- Calculated total energy: -122665.4487 eV
- ΔE to the lowest compared entry with this formula, charge and spin: 53.0 kJ/mol

CARTESIAN COORDINATES (ANGSTROEM)
Ti: -0.493 0.368 0.487
C: -1.462 3.506 4.823
C: -1.241 3.135 3.389
C: -0.094 3.543 2.703
C: 0.052 3.314 1.346
C: -0.982 2.697 0.630
C: -2.135 2.278 1.312
C: -2.235 2.455 2.682
H: -2.148 4.355 4.870
H: -0.536 3.795 5.312
H: -1.917 2.688 5.378
H: 0.671 4.095 3.235
H: 0.918 3.688 0.815
H: -0.978 2.743 -0.456
H: -2.990 1.911 0.754
H: -3.135 2.141 3.197
O: -0.307 -1.566 0.194
C: -0.737 -1.682 1.395
O: -1.499 -0.721 1.779
C: 0.007 -2.526 2.341
C: -0.145 -3.890 2.520
C: 0.743 -4.546 3.357
C: 1.772 -3.845 3.975
C: 1.921 -2.480 3.776
C: 1.033 -1.797 2.954
P: 1.266 0.022 2.613
C: 1.055 0.664 4.301
C: 0.076 0.076 5.106
C: -0.051 0.452 6.434
C: 0.795 1.414 6.972
C: 1.726 2.046 6.161
C: 1.841 1.690 4.823
C: 3.025 -0.030 2.137
C: 3.251 -0.692 0.929
C: 4.533 -0.877 0.443
C: 5.617 -0.396 1.169
C: 5.406 0.240 2.383
C: 4.116 0.422 2.873
H: -0.944 -4.425 2.024
H: 0.640 -5.610 3.518
H: 2.470 -4.369 4.614
H: 2.735 -1.949 4.256
H: -0.577 -0.690 4.705
H: -0.801 -0.020 7.055
H: 0.725 1.674 8.019
H: 2.371 2.813 6.568
H: 2.543 2.222 4.196
H: 2.418 -1.103 0.368
H: 4.681 -1.402 -0.492
H: 6.624 -0.530 0.796
H: 6.248 0.588 2.966
H: 3.992 0.894 3.835
Te: -0.626 0.285 -4.591
C: -1.308 -1.635 -5.081
C: -0.427 -2.710 -5.100
C: -0.925 -3.959 -5.444
N: -2.201 -4.188 -5.762
C: -3.026 -3.143 -5.755
C: -2.634 -1.851 -5.424
C: -0.640 -0.090 -2.523
P: 0.795 0.314 -1.645
C: 2.133 -0.728 -2.257
C: 1.931 -2.109 -2.200
C: 2.879 -2.967 -2.735
C: 4.023 -2.450 -3.335
C: 4.221 -1.078 -3.393
C: 3.283 -0.212 -2.848
C: 1.384 2.020 -1.758
C: 2.475 2.409 -0.971
C: 2.958 3.707 -1.040
C: 2.341 4.632 -1.877
C: 1.250 4.254 -2.650
C: 0.772 2.952 -2.594
P: -2.038 0.153 -1.510
C: -2.893 -1.420 -1.214
C: -3.887 -1.506 -0.239
C: -4.495 -2.725 0.027
C: -4.111 -3.859 -0.682
C: -3.122 -3.774 -1.653
C: -2.508 -2.556 -1.916
C: -3.284 1.178 -2.313
C: -3.081 2.558 -2.395
C: -3.931 3.349 -3.148
C: -4.990 2.761 -3.829
C: -5.199 1.392 -3.747
C: -4.352 0.595 -2.988
H: 0.620 -2.585 -4.857
H: -0.266 -4.819 -5.474
H: -4.055 -3.345 -6.031
H: -3.351 -1.041 -5.436
H: 1.030 -2.506 -1.748
H: 2.724 -4.037 -2.693
H: 4.758 -3.120 -3.761
H: 5.107 -0.677 -3.869
H: 3.445 0.856 -2.903
H: 2.967 1.687 -0.327
H: 3.814 3.999 -0.446
H: 2.717 5.645 -1.934
H: 0.777 4.972 -3.307
H: -0.076 2.669 -3.206
H: -4.193 -0.623 0.312
H: -5.265 -2.792 0.784
H: -4.588 -4.809 -0.480
H: -2.827 -4.655 -2.207
H: -1.728 -2.483 -2.666
H: -2.251 3.022 -1.873
H: -3.773 4.417 -3.207
H: -5.661 3.374 -4.416
H: -6.030 0.940 -4.272
H: -4.524 -0.472 -2.932

***

# 2
Formula: H2IO2PS
Source: OMol25
Level of theory: ωB97M-V/def2-TZVPD

- M: 224.0 g mol⁻¹
- LUMO energy (alpha / beta): -2.6 / -2.4 eV
- HOMO-LUMO gap (alpha / beta): 6.640 / 6.544 eV
- Calculated total energy: -32351.3971 eV
- ΔE to the lowest compared entry with this formula, charge and spin: 287.3 kJ/mol

CARTESIAN COORDINATES (ANGSTROEM)
O: 0.526 0.214 1.559
O: -0.928 -0.160 -0.426
P: -0.452 -0.898 0.921
S: 1.048 -2.707 -0.378
I: -2.427 -0.539 2.302
H: 1.306 0.454 0.935
H: -0.768 -0.822 -1.058